1.
108
Properties=species:S:1:pos:R:3:forces:R:3 method="wB97M-V/def2-TZVPD" homo_energy_ev="-7.4 / -9.8" e_tot_ev=-91332.731 gap_ev="5.13 / 6.59" molar_mass_g_mol=674.99 multiplicity=2 total_charge=+1 max_force_ev_per_a=2.655
Ca -2.72728 -1.35694 -0.31196 -0.930 2.251 0.181
Ca -1.68577 0.12340 -3.60270 0.559 -0.256 2.205
C -5.00173 1.19840 0.62066 -0.713 -1.230 -0.685
O -4.72998 -0.04997 -0.01573 1.774 0.263 0.552
H -6.07120 1.39775 0.55282 -0.333 0.166 -0.210
H -4.84309 1.23650 1.69838 0.507 -0.309 0.457
H -4.51424 2.08468 0.21451 0.424 0.032 -0.357
C -1.01493 1.41884 -0.37464 -0.149 -0.406 0.153
O -1.09068 0.32038 -1.21788 -1.465 -1.643 -1.484
H -1.16682 2.32896 -0.95491 0.730 0.567 0.212
H -1.78619 1.48290 0.39292 -0.631 -0.272 0.185
H -0.10074 1.29438 0.20576 0.525 0.949 -0.119
C 6.07324 3.26735 7.73787 -0.158 -1.248 0.070
O 5.75430 3.89798 6.52414 -0.410 0.499 -0.064
C 4.35105 4.03557 6.23855 0.339 0.040 0.766
C 4.16704 5.15478 5.25522 0.240 0.883 -1.126
N 3.10884 6.11370 5.55089 -0.733 -1.060 0.946
C 1.75197 5.52561 5.48662 0.532 1.047 -0.986
C 1.27243 5.16458 4.09379 -0.539 -1.578 -0.750
O 1.65362 3.86327 3.58202 0.275 -0.028 -1.240
C 1.19139 3.73852 2.20207 0.316 -0.534 1.185
H 5.75139 2.22653 7.70333 -0.185 -0.336 0.001
H 5.62795 3.66762 8.64870 -0.222 0.630 -0.153
H 7.15006 3.20169 7.89361 0.031 0.483 -0.366
H 3.79338 4.26306 7.14704 0.073 0.138 0.325
H 3.90059 3.13260 5.82644 0.329 -0.447 0.046
H 3.98548 4.74141 4.26312 0.239 -0.272 -0.249
H 5.07322 5.75762 5.19581 0.233 -0.294 0.119
H 3.18149 6.86799 4.88315 -0.157 0.106 0.012
H 1.08131 6.34826 5.73476 -0.186 -0.094 0.466
H 1.59111 4.70224 6.18252 0.255 0.080 0.067
H 1.57818 5.89544 3.34515 0.001 0.429 0.112
H 0.18732 5.06147 4.09671 -0.377 0.760 0.154
H 1.35454 2.73381 1.81215 0.324 -0.228 0.527
H 1.73131 4.38340 1.50873 -0.130 0.465 0.266
H 0.10983 3.86619 2.15702 -0.125 0.496 -0.071
C -1.10369 -7.14774 -2.14999 0.348 1.623 0.258
O 0.25914 -6.69224 -2.01243 -0.379 -0.408 -0.018
C 0.61969 -5.76150 -3.02318 1.338 0.165 0.197
C 2.10675 -5.31512 -2.84953 -0.574 0.306 0.042
N 2.26458 -4.30878 -1.74224 -0.987 -1.353 -0.839
C 3.56856 -3.65199 -1.55123 -0.703 -1.361 0.231
C 3.51805 -2.46354 -0.56347 0.706 -1.038 -2.025
O 2.81425 -1.42833 -1.16663 -0.137 1.848 0.980
C 2.86468 -0.27418 -0.29423 -1.007 0.253 -1.439
H -1.68739 -6.29426 -1.80509 -0.614 -0.046 0.063
H -1.36197 -7.99833 -1.51920 0.621 -0.028 -0.088
H -1.39048 -7.30962 -3.18905 0.243 -0.336 -0.151
H 0.07758 -4.81595 -3.03600 -0.751 -0.082 0.293
H 0.49687 -6.27129 -3.97876 0.089 0.141 -0.323
H 2.40897 -4.89339 -3.80813 0.237 -0.010 0.004
H 2.64935 -6.23237 -2.62076 0.471 -0.058 -0.268
H 2.00870 -4.98280 -1.03491 0.291 0.803 1.366
H 3.93599 -3.47914 -2.56277 -0.166 1.228 0.003
H 4.36578 -4.32158 -1.22844 -0.014 -0.466 0.670
H 4.57596 -2.21095 -0.49185 0.230 0.377 0.590
H 3.09337 -2.66847 0.41925 0.066 -0.539 0.085
H 2.32407 -0.43252 0.63892 0.425 -0.392 0.354
H 2.28956 0.51759 -0.77426 -0.100 -0.056 -0.309
H 3.85912 0.15748 -0.18087 0.254 -0.506 0.328
C -4.76231 -6.72798 -1.69853 -0.011 0.013 1.018
O -4.47460 -6.11489 -0.40320 -0.016 -0.119 -1.775
C -4.47792 -4.70590 -0.44884 -0.027 -0.535 0.919
C -3.82259 -4.26012 0.85967 -0.790 -0.828 0.409
N -4.06197 -2.85762 1.10893 1.196 1.008 0.492
C -3.69984 -2.56698 2.50864 -0.038 0.441 1.022
C -3.07564 -1.20646 2.87326 0.090 -1.391 -0.152
O -1.91848 -1.05680 2.01360 -0.696 0.741 -0.011
C -0.83852 -0.44810 2.68719 2.003 -0.972 0.448
H -4.20630 -6.36066 -2.56109 0.585 0.490 0.326
H -5.80589 -6.57762 -1.97498 -0.212 -0.295 0.280
H -4.48972 -7.77479 -1.56438 -0.408 0.032 -0.092
H -5.48228 -4.28309 -0.47296 -0.475 -0.137 0.013
H -4.02259 -4.34993 -1.37300 0.629 0.196 -0.011
H -2.79472 -4.60316 0.97766 0.333 0.543 -0.456
H -4.29975 -4.69171 1.73953 -0.386 -1.309 -0.430
H -5.06174 -2.72676 1.05044 -0.130 0.491 -0.388
H -3.01167 -3.29128 2.94442 0.717 -0.231 -0.976
H -4.48990 -2.80232 3.22175 -0.871 0.544 -0.245
H -2.74285 -1.44710 3.88294 0.299 0.571 0.217
H -3.69706 -0.31213 2.91924 -0.077 -0.113 -0.538
H -0.82739 0.61142 2.94288 -0.989 0.035 -0.092
H 0.10312 -0.60548 2.16122 -0.288 0.075 -0.916
H -0.60300 -1.06849 3.55192 -0.425 0.325 0.632
C -2.67752 -0.38844 -6.68173 -1.459 -1.484 -0.556
O -1.91421 0.40810 -5.84082 0.120 0.864 -0.874
C -1.69590 1.73625 -6.35251 1.343 0.062 1.525
C -0.29861 2.03643 -5.73187 -0.577 1.666 -1.471
N -0.33759 2.12079 -4.27816 0.071 -0.870 -0.008
C 0.98666 2.43564 -3.66213 0.111 -0.296 1.167
C 1.03706 3.82483 -3.01559 0.092 -0.516 1.461
O 2.17752 3.88056 -2.11710 -0.534 -0.545 -2.185
C 2.34221 5.12246 -1.45661 -0.327 -0.456 -0.137
H -3.68693 -0.00639 -6.83409 -0.159 0.210 0.313
H -2.75098 -1.34945 -6.17265 -0.133 -0.135 -0.257
H -2.29788 -0.54120 -7.69200 0.698 0.146 0.132
H -2.49188 2.37812 -5.97498 -0.012 0.231 0.122
H -1.73150 1.80955 -7.43946 0.318 -0.399 0.020
H 0.02153 3.04382 -5.99792 0.246 -0.091 -1.059
H 0.38932 1.29415 -6.13669 0.113 0.034 0.379
H -1.00108 2.86648 -4.12377 0.098 0.446 0.569
H 1.87032 2.26311 -4.27652 -0.430 0.299 -0.846
H 1.15059 1.67408 -2.89974 -0.140 0.227 0.484
H 0.16140 3.97201 -2.38341 -0.461 -0.316 0.187
H 0.91515 4.62813 -3.74219 0.912 0.243 -0.316
H 1.76147 5.87743 -1.98657 0.015 0.311 0.371
H 3.39603 5.40095 -1.45945 -0.053 -0.054 0.029
H 1.99263 4.92957 -0.44237 -0.016 0.734 0.106



2.
112
Properties=species:S:1:pos:R:3:forces:R:3 method="wB97M-V/def2-TZVPD" homo_energy_ev="-15.1 / -15.1" e_tot_ev=-57498.144 gap_ev="3.18 / 2.33" molar_mass_g_mol=645.54 multiplicity=2 total_charge=+4 max_force_ev_per_a=4.127
Li 1.24900 2.37098 -4.30908 -1.456 0.410 0.153
Li 3.60354 0.75666 -2.73785 -1.090 -0.231 0.324
Li 1.63805 -1.36280 -3.46041 -1.203 1.062 -0.556
Li 4.51787 1.17121 -0.19832 -0.575 -0.539 0.771
Li 3.02154 -2.13157 -0.82558 0.477 0.259 1.520
O 2.96496 -0.00782 -0.79416 1.569 -0.790 -2.175
C 1.65554 0.50742 -0.66488 -0.711 1.595 0.506
C 0.58533 0.35413 -1.80045 1.841 0.087 -0.646
O 0.97398 0.61204 -3.15686 2.338 -0.035 0.094
H 1.82978 1.54668 -0.38619 -0.644 0.672 -0.518
H 1.16383 0.17572 0.24961 -0.025 -0.747 0.066
H -0.27067 0.96098 -1.50533 -0.198 -0.229 0.074
H 0.35589 -0.71035 -1.84893 -0.806 -0.633 0.778
C -4.35964 -8.46583 2.18502 1.300 -0.584 0.614
O -3.41949 -7.62107 2.89632 -0.438 2.183 0.663
C -3.87151 -6.30122 3.34998 -1.222 -3.803 -1.037
C -3.35463 -5.22938 2.34504 1.267 0.195 -0.328
N -2.16374 -4.52292 2.74278 -3.116 -0.538 0.080
C -2.50355 -3.63319 3.82629 2.353 0.693 1.429
C -1.16521 -2.93936 4.27562 -1.907 -0.616 -1.246
O -0.91112 -2.08174 3.12811 -0.146 0.363 1.318
C 0.31113 -1.41339 3.25930 1.879 -0.068 0.277
H -4.75034 -7.96421 1.29968 0.076 -0.065 -0.057
H -5.15501 -8.86764 2.81274 -0.204 0.572 0.304
H -3.68973 -9.30728 2.00820 -0.440 -0.060 -0.812
H -3.73959 -6.25557 4.43100 1.100 0.667 -0.121
H -4.95650 -6.38223 3.28405 -0.158 0.515 -0.292
H -4.27679 -4.64823 2.34523 -0.032 0.987 0.287
H -3.31382 -5.52161 1.29574 0.237 -0.816 0.257
H -1.70744 -3.96384 2.03615 0.224 -0.408 -0.398
H -2.94431 -4.11701 4.69793 -0.048 -0.403 -0.239
H -3.22525 -2.91940 3.42910 0.097 0.444 0.324
H -0.35404 -3.65479 4.41079 0.058 -0.302 -0.348
H -1.33136 -2.55948 5.28368 0.142 1.283 -0.335
H 0.51208 -0.93941 4.22006 -0.596 -0.047 0.279
H 0.58084 -0.64869 2.53088 -1.117 0.035 -0.451
H 1.12051 -2.13311 3.13681 0.288 -0.368 0.140
C 8.30819 -4.39161 1.88070 -0.227 0.391 0.185
O 7.18342 -3.83545 1.19835 -1.011 0.048 -2.152
C 6.32895 -4.82869 0.59559 -1.273 0.306 0.875
C 5.09668 -4.19737 -0.19776 3.318 -0.225 -0.910
N 4.64205 -2.97415 0.44750 -2.184 -0.861 -1.318
C 3.79015 -3.33952 1.57806 -0.843 1.846 2.142
C 2.39989 -3.87342 1.30223 1.437 -1.687 -0.457
O 1.75237 -3.01857 0.41278 -1.389 0.755 -1.913
C 0.33213 -3.29083 0.17922 1.256 -2.044 0.205
H 8.95494 -3.54514 2.11159 -0.238 -0.064 0.410
H 8.93719 -5.05370 1.28565 -0.432 -0.308 -0.198
H 7.87424 -4.87110 2.75813 0.719 -0.227 0.246
H 5.86352 -5.33673 1.44020 0.277 -0.783 0.007
H 6.84916 -5.51245 -0.07519 0.160 -0.047 0.214
H 4.33942 -4.89599 -0.55356 -0.524 -0.310 1.398
H 5.49351 -4.07045 -1.20499 0.414 1.250 -0.175
H 5.42625 -2.41442 0.75055 0.284 -0.342 0.258
H 3.59993 -2.40271 2.10180 0.276 0.198 0.364
H 4.20230 -4.01625 2.32657 0.553 -0.095 -0.193
H 1.79663 -4.11066 2.17852 0.165 0.623 0.393
H 2.62493 -4.86175 0.90141 -0.743 -0.332 -0.775
H 0.13989 -4.29559 -0.19706 0.886 -0.586 -0.428
H -0.04666 -2.71966 -0.66835 -0.269 0.969 1.056
H -0.09787 -3.45799 1.16677 -0.650 1.619 -0.089
C 0.70863 4.24416 -1.78583 -0.271 0.255 1.253
O 0.69458 4.22302 -3.19331 0.332 -2.179 0.369
C -0.53013 4.69219 -3.70392 -0.079 3.144 -0.348
C -0.37451 4.76144 -5.17292 -1.368 -1.769 0.116
N -0.57244 3.33555 -5.62708 2.231 0.901 -0.472
C -0.49221 3.40603 -7.07565 0.724 -1.570 -1.500
C -1.78179 3.09505 -7.77664 -0.454 0.868 -0.737
O -2.23735 1.76267 -7.66801 0.910 1.050 1.391
C -3.63376 1.67868 -7.92700 0.357 -0.231 -0.327
H 0.74160 5.26523 -1.40579 0.307 0.157 -0.103
H 1.52773 3.66415 -1.36067 0.447 0.159 -0.433
H -0.16468 3.81278 -1.29661 -0.483 -0.247 -0.442
H -0.57189 5.73678 -3.39540 -0.466 0.168 0.515
H -1.47956 4.22362 -3.44483 0.382 -0.649 0.574
H 0.61162 5.16185 -5.40813 0.142 -0.508 -0.227
H -1.08556 5.41326 -5.68050 -0.256 0.117 0.314
H -1.44120 2.86760 -5.41171 -0.494 0.699 0.631
H 0.24178 2.69525 -7.45533 0.347 -0.118 -0.050
H -0.14120 4.38731 -7.39502 -0.166 -0.055 -0.074
H -1.69976 3.35703 -8.83151 0.186 0.080 -0.202
H -2.49506 3.80967 -7.36594 -0.609 -0.068 0.133
H -4.19857 2.54754 -7.58911 0.150 0.085 0.340
H -3.94636 0.79018 -7.37842 -0.386 -0.034 -0.634
H -3.70410 1.67212 -9.01471 -0.672 -0.583 0.005
C -0.85308 6.81206 6.94689 0.631 1.008 1.905
O -0.87855 5.89038 5.94466 -0.808 -0.512 -2.742
C -1.78728 6.30786 4.90835 -0.050 -1.436 -0.829
C -1.86186 5.22122 3.81321 1.680 0.905 0.730
N -0.83682 5.35883 2.74401 -1.011 0.612 -0.507
C -0.90417 4.25059 1.84310 -1.049 -0.400 -1.617
C -2.29959 3.94910 1.05608 2.242 0.494 2.890
O -2.00599 2.71063 0.48738 -0.094 -0.890 -1.098
C -3.06233 2.16480 -0.26653 -0.406 -0.009 -0.433
H -0.40545 6.35683 7.83034 -0.082 -0.154 0.036
H -1.85463 7.14588 7.21813 -0.088 0.211 0.035
H -0.20455 7.65586 6.71128 -0.183 0.377 -0.166
H -1.59602 7.22039 4.34372 0.723 0.528 0.628
H -2.79670 6.40178 5.30879 -0.035 0.047 0.375
H -2.84735 5.36019 3.36868 0.089 -0.668 -0.042
H -1.62100 4.29325 4.33183 -1.004 -0.557 0.036
H 0.12067 5.38437 3.06444 -0.152 0.333 0.643
H -0.59302 3.32928 2.33550 -0.473 -0.653 0.166
H -0.19226 4.34396 1.02300 0.356 0.442 -0.059
H -2.57014 4.74337 0.36035 0.010 -0.068 -0.165
H -3.02978 3.83078 1.85665 -0.547 0.069 -0.358
H -3.34700 2.80041 -1.10502 0.049 0.323 -0.130
H -3.97916 1.99811 0.29892 0.039 0.028 0.378
H -2.77055 1.21015 -0.70428 0.284 -0.084 0.216
O -0.83251 0.23468 -5.69581 0.515 -0.526 0.465
H -0.90364 0.98582 -6.28484 -0.492 0.043 -0.700
H -0.47413 0.59788 -4.88594 -0.036 0.034 0.407